ORCA calculation (wB97M-V/def2-TZVPD) on a molecular structure, C30H25BF2GeHgSe.

CARTESIAN COORDINATES (ANGSTROEM)
Hg -0.2672 -1.6921 0.9102
F -2.1016 -2.7848 -1.4055
B -1.4906 -3.0943 -0.2415
F -1.7128 -4.3961 0.0652
C 3.8130 3.5309 0.9559
C 2.6818 3.9773 0.2869
C 1.7635 3.0652 -0.2227
C 1.9425 1.6887 -0.0767
C 3.0841 1.2638 0.6115
C 4.0118 2.1646 1.1167
Ge 0.6471 0.3025 -0.7337
C 1.7262 -0.4556 -2.2584
C 3.0010 -0.0363 -2.6414
C 3.6769 -0.6299 -3.7032
C 3.0861 -1.6623 -4.4183
C 1.8162 -2.0972 -4.0567
C 1.1554 -1.5045 -2.9892
C -0.6101 1.4555 -1.7840
C -1.6739 2.0643 -1.1073
C -2.5752 2.8874 -1.7705
C -2.4427 3.1154 -3.1348
C -1.4024 2.5102 -3.8264
C -0.4997 1.6924 -3.1549
H 4.5284 4.2401 1.3580
H 2.5118 5.0420 0.1628
H 0.8869 3.4334 -0.7458
H 3.2385 0.2010 0.7729
H 4.8827 1.8008 1.6514
H 3.4776 0.7760 -2.1023
H 4.6684 -0.2820 -3.9754
H 3.6099 -2.1263 -5.2469
H 1.3434 -2.9059 -4.6039
H 0.1685 -1.8635 -2.7105
H -1.8134 1.8625 -0.0488
H -3.3936 3.3399 -1.2209
H -3.1501 3.7513 -3.6565
H -1.2934 2.6745 -4.8939
H 0.3087 1.2310 -3.7129
C 2.8579 -1.5370 4.8686
C 2.4276 -0.3692 4.2501
C 1.5568 -0.4304 3.1677
C 1.0765 -1.6414 2.6536
C 1.5246 -2.7974 3.3052
C 2.3966 -2.7563 4.3905
H 3.5387 -1.4964 5.7128
H 2.7723 0.5954 4.6106
H 1.2345 0.5013 2.7130
H 1.1812 -3.7690 2.9612
H 2.7163 -3.6798 4.8655
Se -2.2316 0.1611 2.2778
C -3.8913 -0.6705 1.8684
C -4.0747 -2.0514 2.0271
C -5.2886 -2.6579 1.7429
C -6.3690 -1.9084 1.2900
C -6.2040 -0.5390 1.1211
C -4.9875 0.0670 1.4010
H -3.2371 -2.6450 2.3738
H -5.3901 -3.7306 1.8716
H -7.3168 -2.3840 1.0643
H -7.0298 0.0651 0.7582
H -4.8662 1.1340 1.2569

- E: -6014.67573 hartree
- Charge: -2
- Kohn-Sham gap: 5.762 eV
- HOMO: -0.0362 hartree

ORCA calculation (wB97M-V/def2-TZVPD) on a molecular structure, C30H25F3N6OPdS in a non-equilibrium geometry.

CARTESIAN COORDINATES (ANGSTROEM)
Pd -0.0517 0.5424 0.7216
S -1.7700 2.0525 0.5911
C -3.1239 0.8771 0.7734
N -4.2836 1.3676 0.4488
N -5.4505 0.7249 0.5280
C -6.1120 0.2629 -0.5621
C -7.3471 -0.4033 -0.4072
C -7.9446 -0.9862 -1.5014
C -7.3551 -0.8958 -2.7620
C -6.1590 -0.1986 -2.9294
C -5.5380 0.3785 -1.8474
N -2.9119 -0.3402 1.2038
N -1.7257 -0.7770 1.5257
C -1.5433 -2.1141 1.6306
C -2.4179 -3.0247 0.8950
C -2.0355 -4.2727 0.6252
C -0.6664 -4.7433 0.9559
C 0.0637 -3.9535 2.0742
C -0.5363 -2.6372 2.4038
H -5.9249 0.6968 1.4330
H -7.8015 -0.4759 0.5700
H -8.8744 -1.5203 -1.3837
H -7.8308 -1.3578 -3.6124
H -5.7210 -0.1102 -3.9111
H -4.6236 0.9414 -1.9580
H -3.3886 -2.6355 0.6272
H -2.6959 -4.9554 0.1131
H -0.6578 -5.8192 1.1259
H 0.3278 -4.5267 2.9638
H -0.0764 -2.0368 3.1770
C 4.8250 0.3623 -0.1587
C 3.5600 -0.0501 0.5281
O 2.5162 0.5860 0.4095
N 3.6023 -1.1558 1.2938
C 2.4054 -1.5710 1.9984
C 1.4653 -2.2171 1.0066
C 1.2686 -3.6996 1.0902
C 0.4567 -4.3346 -0.0608
C 0.0247 -3.3521 -1.0947
C 0.1621 -2.0364 -0.9180
N 0.8456 -1.4716 0.1668
H 4.9733 1.4320 -0.0206
H 4.7234 0.1836 -1.2295
H 5.6891 -0.1747 0.2175
H 4.4331 -1.7243 1.3397
H 1.9343 -0.6562 2.4036
H 2.6701 -2.2496 2.8078
H 2.1798 -4.2269 1.3724
H 0.9301 -5.1956 -0.5323
H -0.4387 -3.7420 -1.9880
H -0.1705 -1.3023 -1.6470
F 6.4756 7.0930 -0.5210
C 6.3114 5.8988 -1.0816
F 6.6323 6.0022 -2.3734
F 7.2166 5.0673 -0.5244
C 4.9276 5.3266 -0.8799
C 4.0865 5.8203 0.1142
C 2.8950 5.1781 0.3849
C 2.5431 4.0349 -0.3482
C 3.3703 3.5839 -1.3948
C 4.5643 4.2181 -1.6466
C 1.4592 3.2158 0.0065
C 0.7035 2.2994 0.2870
H 4.3820 6.6876 0.6852
H 2.2499 5.5311 1.1745
H 3.0708 2.7192 -1.9653
H 5.2334 3.8589 -2.4146

- Relative energy (zero: lowest compared OMol25 entry of this formula, charge and spin): 3.822 eV
- E: -2386.79845 hartree
- Spin multiplicity: 5
- Charge: +2
- Kohn-Sham gap (spin up / spin down): 7.637 / 4.960 eV
- HOMO (spin up / spin down): -0.4870 / -0.4974 hartree

ORCA calculation (wB97M-V/def2-TZVPD) on a molecular structure, C30H25F5N5O2Ti.

CARTESIAN COORDINATES (ANGSTROEM)
Ti 0.2184 -0.0513 0.1572
C -0.2465 2.7441 1.5172
N -0.6269 1.3333 1.7767
C -2.1022 1.2497 1.8171
C -2.5683 -0.1548 1.5846
C -3.7687 -0.6377 2.0741
C -4.1670 -1.9167 1.7186
C -3.3471 -2.6702 0.8904
C -2.1582 -2.1202 0.4548
N -1.7688 -0.8834 0.7982
C -0.0280 0.8798 3.0445
C 1.4700 0.8494 2.8754
C 2.3335 0.9995 3.9448
C 3.6980 1.0462 3.7008
C 4.1461 0.9662 2.3917
C 3.2179 0.8021 1.3802
N 1.9008 0.7244 1.6098
C -0.1926 3.0072 0.0413
C -0.4165 4.2678 -0.4823
C -0.3095 4.4571 -1.8498
C 0.0039 3.3692 -2.6510
C 0.1961 2.1409 -2.0553
N 0.1143 1.9527 -0.7277
H 0.7383 2.9390 1.9412
H -0.9457 3.4244 2.0102
H -2.4935 1.8670 1.0046
H -2.4890 1.6535 2.7575
H -4.3834 -0.0176 2.7126
H -5.1037 -2.3185 2.0805
H -3.6238 -3.6686 0.5833
H -1.4877 -2.6682 -0.1953
H -0.4210 -0.1121 3.2840
H -0.3037 1.5422 3.8717
H 1.9430 1.1009 4.9487
H 4.3971 1.1685 4.5171
H 5.1976 1.0328 2.1522
H 3.5323 0.7323 0.3491
H -0.6767 5.0868 0.1748
H -0.4813 5.4324 -2.2846
H 0.0812 3.4643 -3.7245
H 0.3930 1.2598 -2.6499
O 0.7612 -1.8607 1.3326
C 2.0460 -2.4881 1.1659
C 2.5749 -2.1372 -0.1973
C 3.4785 -2.9753 -0.8306
C 3.9739 -2.6086 -2.0700
C 3.5448 -1.4179 -2.6380
C 2.6291 -0.6513 -1.9472
N 2.1517 -0.9946 -0.7447
H 0.2631 -2.3004 2.0303
H 1.9405 -3.5687 1.2543
H 2.7268 -2.1350 1.9458
H 3.7792 -3.9033 -0.3630
H 4.6760 -3.2462 -2.5899
H 3.9037 -1.0930 -3.6039
H 2.2656 0.2787 -2.3626
F -4.6202 -1.4615 -4.8459
C -3.5973 -1.2832 -4.0259
C -2.4508 -2.0546 -4.1597
F -2.3818 -2.9755 -5.1087
C -1.3852 -1.8611 -3.3013
F -0.2851 -2.6085 -3.4295
C -1.4210 -0.9022 -2.2866
O -0.3622 -0.7460 -1.4910
C -2.5884 -0.1498 -2.1742
F -2.6776 0.7818 -1.2006
C -3.6635 -0.3278 -3.0263
F -4.7536 0.4153 -2.8769

- Relative energy (zero: lowest compared OMol25 entry of this formula, charge and spin): 0.050 eV
- E: -2930.91510 hartree
- Spin multiplicity: 2
- Charge: +2
- Kohn-Sham gap (spin up / spin down): 7.831 / 8.010 eV
- HOMO (spin up / spin down): -0.4913 / -0.4956 hartree

ORCA calculation (wB97M-V/def2-TZVPD) on a molecular structure, C30H25N6O11P2SW in a non-equilibrium geometry.

CARTESIAN COORDINATES (ANGSTROEM)
W 6.1656 8.0951 13.8116
O 2.9529 10.8666 13.1712
C 3.7895 10.1079 13.6689
N 5.1631 9.9892 13.3702
C 5.9027 11.0718 12.9851
C 5.4636 12.4368 12.8888
C 6.4377 13.3976 12.6421
C 7.7979 13.0972 12.4299
C 8.2600 11.8014 12.4968
C 7.2861 10.7688 12.7093
N 7.5265 9.4253 12.6680
C 8.6492 8.9109 11.9944
O 9.7772 9.3969 11.8169
C 8.3209 7.4831 11.5899
C 9.1971 6.7161 10.8277
C 8.8009 5.4137 10.4870
C 7.5783 4.9270 10.9176
C 6.7450 5.7614 11.6585
N 7.1855 6.9613 12.1309
C 3.3661 9.1143 14.7439
C 2.0938 9.0900 15.3164
C 1.9465 8.3998 16.5312
C 3.0430 7.7518 17.0776
C 4.2332 7.6827 16.3510
N 4.3618 8.3190 15.1710
H 4.4041 12.6869 12.9466
H 6.1808 14.4573 12.5699
H 8.4523 13.9342 12.1921
H 9.3027 11.5082 12.3676
H 10.1577 7.1253 10.5165
H 9.4562 4.8079 9.8720
H 7.2091 3.9454 10.6337
H 5.7493 5.4149 11.9064
H 1.2706 9.5944 14.8329
H 0.9837 8.3877 17.0372
H 2.9997 7.2259 18.0264
H 5.0694 7.1429 16.7612
C 9.8777 14.9692 16.2112
C 9.0380 13.7568 16.4137
C 7.7793 13.6858 15.8157
C 6.9317 12.6086 16.0139
C 7.4111 11.5097 16.7241
C 8.6403 11.5461 17.3445
C 9.4364 12.6810 17.2101
S 6.3893 10.1159 16.8880
O 6.5903 9.4152 18.1388
O 5.0959 10.6372 16.4839
N 6.9903 9.0865 15.6915
C 8.1072 8.3055 15.8602
C 8.9334 8.0661 17.0227
C 10.0123 7.1978 16.8644
C 10.1761 6.4735 15.6823
C 9.2142 6.6078 14.6859
N 8.2748 7.5719 14.7349
H 9.2939 15.7103 15.6198
H 10.8120 14.7204 15.6545
H 10.1935 15.4043 17.1866
H 7.4353 14.4922 15.1655
H 5.9061 12.6163 15.6226
H 8.9584 10.7188 17.9919
H 10.3846 12.7141 17.7504
H 8.6932 8.4896 17.9962
H 10.7566 7.1083 17.6682
H 11.0263 5.8145 15.5217
H 9.2010 5.9959 13.7787
O 2.1525 7.0209 13.1603
P 3.4522 6.4359 12.4067
O 3.2430 5.8900 11.0326
O 4.5002 7.5416 12.4254
O 3.9302 5.1967 13.4162
P 4.8892 5.0583 14.7564
O 5.6096 3.6246 14.5537
O 4.0943 5.0647 16.0088
O 6.0382 6.0939 14.7049
H 1.3258 6.7502 12.6945
H 6.4416 3.7394 14.0091

- Relative energy (zero: lowest compared OMol25 entry of this formula, charge and spin): 0.000 eV
- E: -3462.87396 hartree
- Spin multiplicity: 3
- Charge: -1
- Kohn-Sham gap (spin up / spin down): 5.838 / 6.289 eV
- HOMO (spin up / spin down): -0.1443 / -0.1663 hartree

ORCA calculation (wB97M-V/def2-TZVPD) on a molecular structure, C30H25N6O12ReS.

CARTESIAN COORDINATES (ANGSTROEM)
Re 0.1917 0.3226 0.4114
O -1.4895 4.4734 1.2198
C -0.7985 3.5758 0.5606
O -1.1631 2.9373 -0.3980
C 0.6095 3.4419 1.0735
C 1.2853 4.5105 1.6495
C 2.6271 4.3726 1.9585
C 3.2638 3.1760 1.6497
C 2.5174 2.1569 1.0925
N 1.1991 2.2691 0.8343
C 3.0597 0.8542 0.6332
O 4.3186 0.5613 0.6259
O 2.2689 0.0163 0.1748
H -2.3938 4.5434 0.8627
H 0.7552 5.4346 1.8359
H 3.1770 5.1869 2.4113
H 4.3199 3.0613 1.8586
H 4.9046 1.2433 0.9894
N -1.9126 0.3005 -0.1346
C -2.5053 -1.0248 -0.0733
C -3.8440 -1.2872 -0.0997
C -4.2843 -2.6313 -0.1173
C -3.3882 -3.6643 -0.1380
C -1.9953 -3.4048 -0.1088
C -0.9911 -4.3988 -0.1356
C 0.3292 -4.0305 -0.0981
C 0.6660 -2.6761 0.0024
N -0.2513 -1.7185 0.0435
C -1.5741 -2.0677 -0.0483
H -2.4409 0.9763 0.4341
H -1.9465 0.6478 -1.0933
H -4.5668 -0.4803 -0.1274
H -5.3459 -2.8348 -0.1371
H -3.7322 -4.6897 -0.1766
H -1.2718 -5.4437 -0.1881
H 1.1206 -4.7653 -0.1252
H 1.7004 -2.3662 0.0742
C 4.4140 -1.9729 -6.0998
C 3.5805 -1.1552 -5.1628
C 2.1878 -1.3002 -5.1244
C 1.4092 -0.5243 -4.2910
C 2.0376 0.4081 -3.4655
C 3.4237 0.5607 -3.4673
C 4.1825 -0.2184 -4.3198
S 1.1436 1.4711 -2.4186
C -0.0490 2.2304 -3.4989
O 0.1830 0.5111 -1.5732
H 3.8279 -2.7435 -6.5946
H 5.2408 -2.4466 -5.5702
H 4.8499 -1.3312 -6.8679
H 1.7138 -2.0257 -5.7725
H 0.3334 -0.6476 -4.2828
H 3.8992 1.2976 -2.8308
H 5.2578 -0.0957 -4.3418
H -0.6050 1.4574 -4.0257
H 0.5130 2.8427 -4.2047
H -0.6992 2.8510 -2.8857
O -4.7207 -1.3743 6.1213
N -3.6624 -1.8430 5.7824
O -3.1639 -2.8806 6.1462
C -2.8916 -1.0622 4.7828
C -1.6725 -1.5315 4.3713
C -0.9780 -0.7905 3.4174
C -1.4728 0.3983 2.8503
O -0.7886 1.1305 1.9930
C -2.7202 0.8172 3.3408
C -3.4200 0.1282 4.3058
N -3.3151 2.0541 2.8158
O -3.7352 2.8521 3.6015
O -3.3351 2.1850 1.5926
N 0.3574 -1.2003 3.1105
O 0.9848 -0.6486 2.1403
O 0.9074 -2.0307 3.7541
H -1.2655 -2.4404 4.7955
H -4.3709 0.4896 4.6802

- Relative energy (zero: lowest compared OMol25 entry of this formula, charge and spin): 0.000 eV
- E: -2864.99959 hartree
- Spin multiplicity: 2
- Charge: +3
- Kohn-Sham gap (spin up / spin down): 6.965 / 6.612 eV
- HOMO (spin up / spin down): -0.6172 / -0.6173 hartree

ORCA calculation (wB97M-V/def2-TZVPD) on a molecular structure, C30H26AsCl3MgN4O5Se.

CARTESIAN COORDINATES (ANGSTROEM)
Mg 0.0661 0.0257 0.0309
Se -3.0770 7.4235 -0.4304
N -2.0695 6.5967 0.7978
C -1.8174 5.4019 0.3458
C -1.0131 4.4205 1.0706
C -0.3959 4.6938 2.2912
C 0.3654 3.7080 2.8802
C 0.4877 2.4758 2.2378
N -0.1025 2.2028 1.0846
C -0.8363 3.1577 0.5083
C -1.4306 2.8172 -0.7948
N -1.2080 1.5774 -1.2232
C -1.6344 1.2335 -2.4283
C -2.3365 2.1113 -3.2533
C -2.6107 3.3837 -2.7959
C -2.1492 3.7562 -1.5343
C -2.3736 5.0761 -0.9514
N -3.0655 6.0128 -1.5336
H -0.5183 5.6684 2.7441
H 0.8729 3.8741 3.8197
H 1.0857 1.6794 2.6609
H -1.3990 0.2206 -2.7299
H -2.6522 1.7892 -4.2356
H -3.1600 4.0980 -3.3946
C 5.7747 -1.5134 3.6740
O 4.7043 -1.6296 4.5976
C 3.4557 -1.3691 4.1441
C 2.4348 -1.5294 5.1200
C 1.1462 -1.3057 4.7567
C 0.7763 -0.9157 3.4393
C -0.5981 -0.7445 3.0986
C -1.6678 -0.9328 4.1585
O -1.0065 -0.4542 1.9525
C 1.8143 -0.7384 2.4567
O 1.6021 -0.3513 1.2690
C 3.1629 -0.9830 2.8652
H 6.6747 -1.7732 4.2242
H 5.8578 -0.4922 3.2957
H 5.6442 -2.2009 2.8355
H 2.7138 -1.8300 6.1195
H 0.3740 -1.4390 5.5028
H -1.4822 -0.3235 5.0423
H -1.7089 -1.9735 4.4867
H -2.6305 -0.6577 3.7325
H 3.9169 -0.8543 2.1036
Cl 5.7429 -2.4769 -4.1800
C 4.3922 -1.6969 -3.3974
C 3.5937 -2.4182 -2.5293
C 2.5309 -1.7880 -1.9094
Cl 1.5163 -2.7559 -0.8682
C 2.2064 -0.4241 -2.0968
O 1.2402 0.1924 -1.5206
C 3.0566 0.2358 -3.0195
Cl 2.7202 1.9105 -3.3567
C 4.1242 -0.3639 -3.6556
H 3.7896 -3.4633 -2.3382
H 4.7359 0.2030 -4.3423
C -2.8017 -2.9846 1.2896
As -2.8833 -1.5602 0.0060
C -3.7642 -0.0183 0.7434
C -4.0699 -2.1887 -1.3671
O -1.4151 -1.2308 -0.6934
H -3.6957 -2.9857 1.9122
H -1.9152 -2.8576 1.9009
H -2.7375 -3.9228 0.7399
H -4.6593 -0.3330 1.2800
H -4.0479 0.6268 -0.0884
H -3.0805 0.4956 1.4119
H -5.0358 -2.4578 -0.9402
H -3.6194 -3.0567 -1.8447
H -4.2012 -1.4006 -2.1065

- E: -7972.10756 hartree
- Kohn-Sham gap: 5.872 eV
- HOMO: -0.2503 hartree